Entry 1:
Here is a molecular structure, C33H25AsN6O4P2S5Se2Ta from the OMol25 dataset. Energies are from ωB97M-V/def2-TZVPD.

Results
Frontier orbital gap, eV: 6.50
Energy above the lowest of the compared OMol25 structures with the same formula, charge and spin, kcal per mole: 5.5
M, g mol⁻¹: 1205.7

```
! RIJCOSX wB97M-V def2-TZVPD def2/J DEFGRID3
* xyz -1 1
Ta 1.637 -0.847 2.507
Se -1.440 2.958 -2.783
P -2.290 2.398 -0.949
C -2.568 3.794 0.182
C -3.606 3.789 1.108
C -3.727 4.833 2.010
C -2.800 5.866 2.009
C -1.751 5.860 1.102
C -1.638 4.827 0.182
C -3.912 1.621 -1.174
C -4.942 2.401 -1.689
C -6.183 1.838 -1.936
C -6.399 0.489 -1.678
C -5.371 -0.291 -1.170
C -4.129 0.274 -0.915
C -1.372 1.280 0.121
C -0.137 0.630 0.169
N -0.092 0.062 1.404
N -1.197 0.349 2.074
N -1.965 1.085 1.320
P 1.219 0.213 -0.919
Se 2.986 -0.047 0.335
C 1.661 1.444 -2.163
C 2.394 2.560 -1.773
C 2.767 3.498 -2.721
C 2.438 3.311 -4.056
C 1.721 2.188 -4.446
C 1.321 1.259 -3.501
C 0.747 -1.285 -1.811
C -0.512 -1.851 -1.670
C -0.836 -2.996 -2.381
C 0.102 -3.586 -3.214
C 1.374 -3.039 -3.332
C 1.698 -1.890 -2.631
H -4.302 2.960 1.142
H -4.535 4.826 2.732
H -2.887 6.672 2.730
H -1.009 6.649 1.117
H -0.819 4.810 -0.527
H -4.766 3.450 -1.901
H -6.983 2.452 -2.334
H -7.371 0.051 -1.867
H -5.534 -1.341 -0.961
H -3.336 -0.333 -0.493
H 2.649 2.697 -0.728
H 3.319 4.378 -2.412
H 2.741 4.043 -4.795
H 1.449 2.046 -5.485
H 0.722 0.412 -3.802
H -1.226 -1.421 -0.979
H -1.815 -3.441 -2.256
H -0.149 -4.488 -3.759
H 2.116 -3.511 -3.963
H 2.690 -1.460 -2.717
S 1.406 3.221 1.616
As 1.320 1.830 3.140
S 3.733 0.045 3.421
S 2.412 -0.729 4.764
S 0.993 2.478 5.070
C 4.850 -2.966 4.247
C 3.969 -3.455 3.157
N 2.970 -2.860 2.511
C 2.527 -3.760 1.577
C 3.265 -4.902 1.630
N 4.155 -4.685 2.640
C 3.267 -6.170 0.869
O 2.429 -6.251 -0.137
O 4.044 -7.051 1.169
C 1.390 -3.374 0.713
O 0.969 -4.150 -0.146
O 0.935 -2.215 0.973
H 4.264 -2.615 5.093
H 5.454 -2.129 3.902
H 5.502 -3.781 4.567
H 4.841 -5.365 2.929
H 1.899 -5.403 -0.270
S -2.061 -3.607 3.328
C -0.813 -2.632 3.410
N 0.131 -1.919 3.476
*
```

Löwdin atomic charge list, values in e, 4 entries:
1 Ta 0.92
2 Se 0.35
3 P 0.53
4 C -0.35

***

Entry 2:
Here is 9 unconnected molecules or ions with the total composition C51H123N9O9 in a non-equilibrium geometry from the OMol25 dataset. Energies are from ωB97M-V/def2-TZVPD.

Results
Frontier orbital gap (spin up / spin down), eV: 6.07 / 1.79
M, g mol⁻¹: 1006.6

```
! RIJCOSX wB97M-V def2-TZVPD def2/J DEFGRID3
* xyz 1 2
C 6.824 -6.379 1.101
C 6.004 -5.395 1.992
C 6.777 -5.272 3.326
C 6.164 -4.039 4.010
C 6.408 -2.745 3.285
C 5.867 -2.845 1.814
N 6.047 -4.155 1.199
O 5.224 -4.312 0.045
C 4.371 -2.437 1.809
C 6.794 -1.881 0.931
C 4.576 -6.086 2.289
H 7.815 -6.003 0.849
H 6.373 -6.568 0.127
H 6.869 -7.263 1.736
H 6.573 -6.141 3.951
H 7.827 -5.266 3.032
H 6.805 -3.830 4.867
H 5.177 -4.208 4.443
H 7.449 -2.430 3.356
H 5.844 -1.968 3.800
H 4.096 -2.349 0.758
H 3.874 -3.247 2.343
H 4.133 -1.496 2.305
H 6.678 -2.065 -0.137
H 6.818 -0.821 1.186
H 7.831 -2.193 1.054
H 4.530 -7.040 2.816
H 4.144 -6.348 1.323
H 3.774 -5.440 2.648
H 5.882 -4.244 -0.651
C -4.736 -1.800 -6.180
C -4.096 -3.177 -6.104
C -5.095 -4.361 -5.917
C -5.683 -4.824 -7.266
C -4.613 -5.005 -8.381
C -3.684 -3.862 -8.678
N -3.162 -3.534 -7.301
O -2.106 -2.702 -7.334
C -2.589 -4.445 -9.536
C -4.340 -2.715 -9.422
C -3.270 -3.176 -4.808
H -5.475 -1.658 -5.391
H -5.278 -1.716 -7.123
H -4.021 -0.984 -6.284
H -4.454 -5.225 -5.745
H -5.806 -4.158 -5.116
H -6.314 -4.003 -7.608
H -6.231 -5.761 -7.166
H -5.302 -5.214 -9.200
H -4.156 -5.984 -8.236
H -1.820 -3.736 -9.844
H -2.123 -5.272 -9.002
H -3.031 -4.880 -10.433
H -4.376 -2.933 -10.490
H -5.409 -2.572 -9.263
H -3.818 -1.770 -9.270
H -3.849 -2.855 -3.942
H -2.369 -2.567 -4.886
H -2.740 -4.093 -4.550
H -1.344 -3.285 -7.292
C 2.229 2.272 4.227
C 2.820 2.882 5.523
C 4.269 3.455 5.446
C 4.500 4.942 4.923
C 3.523 5.926 5.495
C 2.063 5.393 5.499
N 2.050 4.044 6.073
O 0.778 3.641 6.288
C 1.160 6.360 6.235
C 1.485 5.359 4.054
C 2.718 1.827 6.700
H 2.645 2.748 3.339
H 1.141 2.257 4.153
H 2.470 1.211 4.168
H 4.908 3.118 6.263
H 4.838 2.957 4.661
H 4.322 4.900 3.848
H 5.515 5.256 5.166
H 3.469 6.731 4.762
H 3.908 6.224 6.470
H 0.134 5.992 6.261
H 1.528 6.552 7.243
H 1.004 7.297 5.701
H 2.295 5.098 3.372
H 0.614 4.745 3.827
H 1.306 6.371 3.690
H 3.335 1.008 6.329
H 1.729 1.422 6.914
H 3.247 2.156 7.594
H 0.565 3.418 5.379
C -2.138 0.827 5.254
C -2.656 2.149 4.555
C -4.187 2.149 4.566
O -4.824 0.861 4.386
C -4.527 0.186 3.162
N -2.133 3.343 5.280
H -2.472 -0.137 4.871
H -2.540 0.941 6.261
H -1.060 0.866 5.406
H -2.297 2.114 3.526
H -4.747 2.740 3.841
H -4.588 2.398 5.548
H -5.349 -0.513 3.007
H -3.564 -0.321 3.227
H -4.523 0.811 2.268
H -2.740 3.586 6.050
H -2.279 4.124 4.657
C -0.489 -8.039 -0.233
C -1.154 -7.027 0.692
C -1.749 -5.820 -0.105
O -0.637 -5.326 -0.949
C -0.929 -4.273 -1.892
N -2.304 -7.653 1.360
H 0.279 -7.554 -0.836
H -1.203 -8.358 -0.992
H -0.219 -8.986 0.234
H -0.318 -6.705 1.312
H -2.123 -5.092 0.615
H -2.529 -6.182 -0.775
H -1.583 -3.586 -1.354
H -1.401 -4.673 -2.790
H -0.071 -3.638 -2.112
H -2.698 -6.947 1.966
H -1.969 -8.403 1.948
C -4.141 0.934 -3.893
C -3.261 1.995 -3.376
C -2.442 2.807 -4.506
O -1.529 3.765 -3.964
C -0.430 4.145 -4.739
N -4.030 2.938 -2.539
H -4.418 0.416 -2.975
H -3.568 0.265 -4.534
H -4.991 1.364 -4.423
H -2.497 1.457 -2.816
H -3.171 3.377 -5.082
H -1.987 2.103 -5.203
H -0.628 4.689 -5.662
H 0.188 3.283 -4.990
H 0.104 4.817 -4.067
H -3.338 3.661 -2.409
H -4.798 3.395 -3.010
C 1.744 4.091 -0.782
C 2.927 4.049 -1.833
C 4.329 3.943 -1.158
O 4.656 2.624 -0.592
C 4.206 2.471 0.715
N 2.642 2.906 -2.675
H 1.463 3.090 -0.454
H 0.960 4.748 -1.160
H 2.023 4.544 0.169
H 2.932 5.014 -2.342
H 4.210 4.709 -0.392
H 5.211 4.223 -1.734
H 4.600 3.218 1.403
H 4.512 1.484 1.061
H 3.119 2.475 0.784
H 1.736 2.781 -3.104
H 2.775 2.220 -1.945
C 0.993 -0.092 1.352
C 0.112 0.403 0.180
C -0.055 -0.603 -0.947
O -0.509 0.076 -2.207
C 0.226 -0.255 -3.430
N -1.089 0.678 0.907
H 2.036 -0.204 1.056
H 0.488 -0.991 1.705
H 0.973 0.625 2.173
H 0.698 1.289 -0.063
H -0.795 -1.380 -0.756
H 0.823 -1.237 -1.068
H 1.137 -0.833 -3.273
H 0.651 0.638 -3.888
H -0.302 -0.643 -4.301
H -1.647 1.257 0.295
H -1.535 -0.198 1.136
C -1.997 4.230 0.754
C -3.136 5.192 0.937
C -4.469 4.689 0.500
O -5.458 5.686 0.641
C -6.119 5.773 1.935
N -3.031 5.513 2.383
H -2.180 3.293 1.280
H -0.987 4.591 0.949
H -1.781 3.864 -0.249
H -2.918 6.115 0.398
H -4.756 3.795 1.054
H -4.542 4.357 -0.536
H -6.897 6.527 1.811
H -5.551 6.108 2.803
H -6.661 4.890 2.273
H -2.173 6.040 2.305
H -3.768 6.118 2.717
*
```

Löwdin atomic charge list, values in e, 4 entries:
1 C -0.05
2 C -0.48
3 C -0.12
4 C -0.19

***

Entry 3:
Here is C5H10O in the gas phase in a non-equilibrium geometry from the OMol25 dataset. Energies are from ωB97M-V/def2-TZVPD.

Results
Frontier orbital gap, eV: 11.28
Energy above the lowest of the compared OMol25 structures with the same formula, charge and spin, kcal per mole: 41.3
SMILES: CCC[C@H]1CO1
M, g mol⁻¹: 86.1

```
! RIJCOSX wB97M-V def2-TZVPD def2/J DEFGRID3
* xyz 0 1
C -1.489 1.104 0.161
C -1.212 -0.336 0.296
C 0.114 -0.863 0.712
C 1.085 -0.806 -0.436
C 1.786 0.409 -0.712
O 2.459 -0.875 -0.168
H -0.766 1.559 -0.519
H -1.318 1.581 1.132
H -2.467 1.453 -0.183
H -1.419 -0.759 -0.755
H -2.017 -0.761 0.898
H 0.028 -1.911 1.020
H 0.506 -0.294 1.557
H 0.775 -1.371 -1.321
H 2.102 0.667 -1.715
H 1.832 1.194 0.034
*
```

natural (NBO) atomic charge list, values in e, 4 entries:
1 C -0.60
2 C -0.39
3 C -0.42
4 C 0.06